Record 1
{
  "formula": "C12H8BrIS2Se2Te2W",
  "method": "the ωB97M-V functional and the def2-TZVPD basis",
  "symbols": ["W", "I", "Te", "Te", "Br", "Se", "Se", "S", "S", "C", "C", "C", "C", "C", "C", "C", "C", "C", "C", "C", "C", "H", "H", "H", "H", "H", "H", "H", "H"],
  "xyz": [[-3.136431, -0.863732, 2.334830], [1.430968, -0.401748, -2.933097], [-4.697896, -2.408707, 0.748345], [-5.648965, -0.725270, 2.936036], [4.650673, 0.645565, -3.968182], [-1.650376, -2.691424, 1.891806], [-2.859531, 0.739864, 0.532031], [-2.633259, -0.316319, 4.466597], [-1.007825, 0.967669, 1.910821], [2.278350, -2.834421, -4.578815], [-1.749071, 4.161917, 4.143065], [-2.343268, 1.402522, 4.270859], [-2.549501, 3.650735, 5.180498], [-1.217725, 3.302481, 3.109026], [2.752976, -1.547956, -4.123948], [3.145219, -3.612476, -5.353121], [3.940751, -1.010224, -4.543647], [4.747012, -1.842523, -5.396636], [-2.873966, 2.313808, 5.183683], [-1.570136, 1.949593, 3.264837], [4.398037, -3.138639, -5.745636], [-2.835271, 4.260944, 6.015909], [-0.597321, 3.731489, 2.366836], [-1.439129, 5.189830, 3.978436], [5.635926, -1.367906, -5.841618], [-3.686868, 2.005111, 5.912912], [5.226841, -3.700599, -6.072069], [2.907865, -4.661682, -5.512705], [1.381922, -3.197904, -4.177054]],
  "forces_ev_per_a": [[1.680, -0.182, -2.552], [0.193, -0.363, -0.120], [-0.660, 0.558, 0.925], [-0.497, -1.293, -0.800], [-0.180, -0.224, -0.202], [-0.836, 0.110, 0.064], [0.977, 0.243, 0.862], [0.308, 0.460, 1.912], [-0.904, -1.069, -0.631], [2.949, 1.647, -0.188], [1.235, -0.963, -1.639], [-0.486, 1.029, 0.552], [1.165, 0.539, -1.165], [-2.594, 0.239, 4.171], [-1.732, -0.598, -0.186], [-0.262, -0.473, 0.781], [1.091, -1.560, -1.231], [-0.201, 1.633, 0.183], [-1.645, -0.695, 1.332], [1.281, 0.633, -2.236], [-0.601, 1.780, 1.454], [-0.416, 0.357, -0.033], [0.360, -0.114, -0.814], [-0.414, 0.141, 0.792], [-0.193, -0.504, 0.592], [1.461, 0.003, -0.758], [0.242, -1.053, -1.099], [-0.174, 0.212, -0.191], [-1.146, -0.495, 0.224]],
  "lowdin_charge": [-0.368, 0.835, 0.201, 0.234, 0.704, 0.024, 0.204, 0.477, 0.482, -0.123, -0.048, -0.685, -0.077, -0.084, -0.730, -0.082, -0.759, -0.124, -0.118, -0.666, -0.087, 0.103, 0.090, 0.099, 0.102, 0.133, 0.093, 0.106, 0.067],
  "gap_ha": [0.215, 0.200],
  "total_energy_ev": -259491.2931,
  "multiplicity": 3,
  "homo_ev": [-7.4, -7.7],
  "relative_energy_ev": 0.7808,
  "total_charge": 0,
  "s2": 2.023
}


Record 2
{
  "formula": "C9H28O5",
  "method": "the ωB97M-V functional and the def2-TZVPD basis",
  "symbols": ["O", "O", "O", "O", "O", "C", "C", "C", "C", "C", "C", "C", "C", "C", "H", "H", "H", "H", "H", "H", "H", "H", "H", "H", "H", "H", "H", "H", "H", "H", "H", "H", "H", "H", "H", "H", "H", "H", "H", "H", "H", "H"],
  "xyz": [[0.288489, -0.064932, 1.047896], [1.779882, -2.404373, 1.034199], [-1.917982, 0.833334, 2.658326], [3.422552, 0.058138, 1.615396], [-1.363708, 3.472006, -2.246044], [-0.327001, 2.507739, -2.107688], [-3.266105, -0.190837, 0.948423], [3.411493, -3.261714, -0.562836], [0.514089, 2.457496, -3.402599], [-4.213178, 0.617530, 3.135753], [-3.037389, -0.015147, 2.442378], [1.004171, -2.763455, -1.225891], [2.207003, -2.349000, -0.364409], [0.554803, 2.946003, -0.939565], [1.107910, 3.860973, -1.139075], [-3.253802, 0.808947, 0.494954], [3.949031, 0.419553, 0.892578], [-2.483088, -0.758113, 0.444438], [0.714793, -3.806395, -1.099756], [-4.245725, -0.614344, 0.719177], [4.307734, -2.771491, -0.193055], [0.080034, 1.696459, -4.059796], [1.510805, 2.054347, -3.202883], [3.236046, -4.260308, -0.158035], [2.542851, -1.346412, -0.623840], [3.466093, -3.433643, -1.644116], [-1.188496, 0.524265, 2.087572], [0.572427, 3.435933, -3.869686], [1.255037, 2.134049, -0.720273], [1.680125, -3.348203, 1.200729], [-5.194724, 0.399035, 2.703642], [-4.133786, 1.704975, 3.144076], [0.914255, 0.583283, 1.397998], [3.686850, -0.867730, 1.684594], [-2.895221, -1.037328, 2.828635], [-1.663857, 3.513900, -3.157484], [0.738857, -0.927284, 1.177396], [1.215852, -2.506852, -2.266258], [-4.324410, 0.275736, 4.168953], [-0.031742, 3.057940, -0.025654], [-0.781099, 1.526595, -1.930028], [0.160131, -2.160675, -0.888141]],
  "forces_ev_per_a": [[0.168, -0.123, 0.057], [0.703, 0.284, -0.711], [0.169, -0.405, 0.073], [0.146, 0.053, -0.157], [-0.246, 0.230, 0.202], [0.814, 0.733, -0.461], [-0.244, 0.883, -0.525], [-0.724, 0.118, -0.837], [-0.310, -1.230, 0.464], [-0.990, 0.218, 0.689], [0.017, -0.400, -0.732], [0.283, 1.003, 0.305], [-0.463, -1.338, 0.230], [-0.392, -0.858, 0.364], [-0.089, 0.068, -0.159], [-0.041, -0.075, -0.014], [-0.019, -0.014, 0.148], [0.029, -0.147, 0.195], [0.293, -0.127, -0.116], [0.098, -0.240, 0.107], [0.208, -0.403, 0.079], [-0.145, 0.460, -0.359], [0.063, 0.342, 0.093], [0.178, 0.111, 0.383], [-0.486, 0.252, 0.433], [0.498, 0.168, 0.089], [-0.176, -0.059, 0.202], [0.082, 0.033, -0.070], [0.124, 0.111, -0.120], [-0.156, 0.073, 0.282], [0.258, -0.216, -0.369], [0.211, -0.018, -0.031], [0.066, -0.178, -0.085], [-0.186, 0.073, 0.032], [0.297, 0.237, 0.356], [0.010, -0.156, -0.031], [-0.215, 0.415, 0.077], [-0.179, -0.323, -0.039], [0.346, 0.174, 0.039], [-0.107, 0.210, -0.106], [0.187, 0.023, 0.218], [-0.078, 0.040, -0.194]],
  "lowdin_charge": [-0.066, -0.090, -0.065, -0.045, -0.056, -0.481, -0.067, -0.053, -0.061, -0.068, -0.511, -0.045, -0.464, -0.060, 0.082, 0.087, 0.045, 0.062, 0.085, 0.073, 0.076, 0.073, 0.072, 0.085, 0.127, 0.085, 0.036, 0.080, 0.064, 0.100, 0.074, 0.083, 0.044, 0.031, 0.131, 0.080, 0.017, 0.085, 0.074, 0.080, 0.130, 0.070],
  "gap_ha": 0.353,
  "total_energy_ev": -20024.3503,
  "multiplicity": 1,
  "homo_ev": -9.3,
  "relative_energy_ev": 0.2157,
  "total_charge": 0,
  "smiles": "CC(C)O.CC(C)O.CC(C)O.O.O"
}